--- i ---
{
  "formula": "C15H27NO11",
  "method": "ωB97M-V/def2-TZVPD",
  "elements": ["C", "O", "C", "C", "N", "C", "C", "O", "C", "H", "H", "H", "H", "H", "H", "H", "H", "H", "H", "H", "H", "H", "H", "H", "O", "C", "O", "C", "C", "O", "H", "H", "H", "H", "O", "C", "O", "C", "C", "O", "H", "H", "H", "H", "O", "C", "O", "C", "C", "O", "H", "H", "H", "H"],
  "xyz": [[1.77584, -4.72003, -0.89714], [2.21840, -3.34397, -0.67189], [3.59231, -3.26997, -1.06819], [4.03745, -1.82533, -1.22451], [3.73128, -1.05247, -0.00773], [4.20072, 0.34081, -0.06015], [3.55640, 1.18674, 1.06082], [2.15938, 1.47431, 0.70304], [1.90910, 2.35665, -0.35723], [1.29391, -4.91342, -1.85550], [1.03845, -4.96690, -0.13332], [2.50626, -5.52834, -0.93232], [3.79136, -3.79582, -2.00199], [4.17986, -3.82278, -0.33521], [3.54651, -1.43118, -2.11429], [5.10947, -1.95980, -1.36867], [2.75538, -1.15844, 0.22995], [4.08386, 0.83321, -1.02553], [5.26527, 0.32190, 0.17326], [4.15390, 2.06075, 1.32007], [3.46603, 0.56234, 1.94967], [2.50613, 3.25670, -0.21031], [0.87621, 2.70354, -0.38759], [2.22344, 1.98440, -1.33227], [-1.49517, 6.01895, -0.46536], [-1.74157, 5.10388, 0.32757], [-1.00132, 4.05247, 0.52634], [-1.65597, 3.02858, 1.29443], [-2.93715, 3.73757, 1.78653], [-2.91622, 4.96466, 1.05353], [-1.77864, 2.23601, 0.55628], [-0.99699, 2.63788, 2.06981], [-2.81429, 3.90749, 2.85617], [-3.77016, 3.05986, 1.59970], [-2.42138, -0.23596, 1.86053], [-1.49968, -0.66755, 1.21980], [-1.38009, -0.63345, -0.08021], [-0.10442, -1.11717, -0.42348], [0.24218, -1.92734, 0.79118], [-0.44748, -1.25658, 1.77200], [-0.19346, -1.66070, -1.36409], [0.59360, -0.30057, -0.60794], [1.31384, -2.07952, 0.91954], [-0.03515, -2.97917, 0.72176], [-6.55822, -1.14150, 1.33484], [-5.68528, -0.68647, 0.57215], [-5.26506, 0.57445, 0.49096], [-4.45474, 0.78333, -0.65960], [-4.60468, -0.54370, -1.42514], [-5.15969, -1.41993, -0.48515], [-4.82213, 1.52312, -1.37083], [-3.44793, 1.02946, -0.32218], [-3.61650, -0.85566, -1.76320], [-5.32317, -0.44533, -2.23890]],
  "smiles": "COCCNCCOC.O=C1OCCO1.O=C1OCCO1.O=C1OCCO1",
  "gap_ev": 9.75,
  "homo_ev": -9.43,
  "total_charge": 0
}

---

--- ii ---
{
  "formula": "C15H27NO11",
  "method": "ωB97M-V/def2-TZVPD",
  "elements": ["C", "O", "C", "C", "N", "C", "C", "O", "C", "H", "H", "H", "H", "H", "H", "H", "H", "H", "H", "H", "H", "H", "H", "H", "O", "C", "O", "C", "C", "O", "H", "H", "H", "H", "O", "C", "O", "C", "C", "O", "H", "H", "H", "H", "O", "C", "O", "C", "C", "O", "H", "H", "H", "H"],
  "xyz": [[-27.28642, -12.86354, 20.41998], [-25.96517, -13.27940, 20.71992], [-25.71635, -14.68120, 20.78951], [-26.33155, -15.51384, 19.68542], [-25.97964, -15.17363, 18.31227], [-24.64910, -15.67047, 17.94257], [-24.10614, -15.07501, 16.65268], [-25.07907, -15.08135, 15.64816], [-24.51401, -14.76508, 14.39415], [-27.90994, -12.82494, 21.32099], [-27.74365, -13.50167, 19.66343], [-27.22202, -11.85213, 20.02304], [-26.04064, -15.06031, 21.76617], [-24.62664, -14.71522, 20.73532], [-27.42325, -15.55218, 19.75830], [-26.04474, -16.55369, 19.89074], [-25.88842, -14.15908, 18.23693], [-24.70402, -16.76555, 17.84342], [-23.88899, -15.53064, 18.72808], [-23.21828, -15.66675, 16.39801], [-23.78508, -14.04306, 16.87212], [-23.98757, -13.80593, 14.45654], [-25.28486, -14.65883, 13.63039], [-23.83611, -15.55534, 14.04917], [-28.96685, -15.10781, 14.74201], [-29.13061, -16.03697, 14.02846], [-29.45260, -15.93782, 12.71950], [-29.58338, -17.23526, 12.14623], [-29.05184, -18.16722, 13.26257], [-29.01966, -17.32756, 14.40864], [-30.62062, -17.46859, 11.92188], [-28.94682, -17.30932, 11.27051], [-28.04922, -18.53820, 13.04518], [-29.68641, -19.03716, 13.41353], [-24.60293, -11.54752, 17.24754], [-25.61446, -11.85222, 16.70243], [-25.71178, -12.05460, 15.36167], [-27.06231, -12.26506, 14.99823], [-27.76809, -12.51817, 16.34383], [-26.79872, -12.06121, 17.29792], [-27.52411, -11.37555, 14.56873], [-27.19299, -13.10038, 14.31753], [-28.06688, -13.55328, 16.50184], [-28.66194, -11.90980, 16.47752], [-28.42258, -10.09783, 9.18435], [-27.69485, -9.86040, 10.08252], [-27.47507, -10.68318, 11.13601], [-26.53648, -10.06124, 12.03173], [-26.59349, -8.60424, 11.56333], [-26.94581, -8.72662, 10.19756], [-26.86909, -10.10875, 13.06031], [-25.57156, -10.53199, 11.85931], [-25.66386, -8.06644, 11.73656], [-27.36819, -8.05641, 12.10805]],
  "smiles": "COCCNCCOC.O=C1OCCO1.O=C1OCCO1.O=C1OCCO1",
  "gap_ev": 9.13,
  "homo_ev": -8.69,
  "total_charge": 0
}

---

Stability ranking, top and bottom: ii is the most stable and i is the least stable.

---

--- i ---
{
  "formula": "C5H6BrN",
  "method": "ωB97M-V/def2-TZVPD",
  "elements": ["C", "C", "C", "Br", "C", "C", "N", "H", "H", "H", "H", "H", "H"],
  "xyz": [[-1.34232, -0.32236, -0.89148], [-0.10137, 0.46965, -0.52810], [0.29348, 0.89559, 0.86481], [0.69329, 2.76905, 1.15440], [1.22309, -0.12388, 0.32550], [1.34414, -1.44820, 0.78979], [1.39017, -2.52803, 1.13904], [-2.00208, -0.54326, -0.05172], [-1.35869, -1.29193, -1.20215], [-1.89666, 0.11593, -1.69457], [0.16503, 1.05918, -1.40796], [-0.37973, 0.64460, 1.66077], [1.97165, 0.30364, -0.15831]],
  "smiles": "C[C@H]1[C@H](Br)[C@H]1C#N",
  "gap_ev": 10.76,
  "homo_ev": -10.05,
  "total_charge": 0
}

---

--- ii ---
{
  "formula": "C5H6BrN",
  "method": "ωB97M-V/def2-TZVPD",
  "elements": ["C", "C", "C", "C", "C", "N", "Br", "H", "H", "H", "H", "H", "H"],
  "xyz": [[0.32917, -0.78425, 1.76433], [-0.02077, 0.69064, -1.10062], [-0.69993, -0.01593, -0.21890], [1.15384, -1.82009, 2.49336], [-0.67476, 1.54367, -2.17147], [0.75170, -0.29319, 2.81174], [-2.28775, -0.85304, -0.24942], [0.94939, 0.93798, -1.05425], [0.60683, -2.61411, 3.01748], [2.10515, -2.16262, 2.19207], [-0.53888, 2.59384, -1.94635], [-0.05559, 1.56409, -3.20331], [-1.61841, 1.21302, -2.33465]],
  "gap_ev": [7.85, 7.86],
  "homo_ev": [-8.55, -8.55],
  "total_charge": 0
}

---

Stability ranking, top and bottom: i is the most stable and ii is the least stable.

---

--- i ---
{
  "formula": "C11H19F3N4OS2SiTa",
  "method": "ωB97M-V/def2-TZVPD",
  "elements": ["Ta", "N", "C", "C", "N", "C", "C", "N", "H", "H", "H", "H", "H", "S", "C", "N", "C", "C", "S", "H", "H", "H", "H", "H", "F", "C", "F", "F", "C", "Si", "C", "C", "O", "H", "H", "H", "H", "H", "H", "H", "H", "H"],
  "xyz": [[0.09031, 0.63839, -0.54411], [1.81976, 5.68376, 0.38186], [1.81898, 4.40732, 0.73714], [1.06464, 3.41390, 0.07196], [1.11859, 2.13960, 0.51862], [1.87247, 1.80051, 1.58018], [2.61487, 2.80997, 2.19812], [2.58771, 4.05473, 1.79082], [1.27159, 6.05258, -0.37692], [2.38893, 6.32698, 0.91546], [0.43694, 3.62793, -0.78642], [1.88288, 0.77276, 1.91930], [3.24503, 2.57169, 3.04763], [0.48900, 0.60837, -2.93002], [-0.75389, -0.21874, -3.86430], [-0.71123, -0.19484, -5.15757], [-1.75649, -0.95343, -5.87952], [-2.63699, -1.64816, -4.82023], [-2.00109, -1.13909, -3.17241], [0.00831, 0.30836, -5.66930], [-1.26554, -1.67364, -6.53153], [-2.32626, -0.25217, -6.48678], [-2.56844, -2.73140, -4.87084], [-3.67724, -1.34276, -4.88654], [0.72870, -1.74231, 1.22920], [1.06732, -1.22144, 0.06578], [0.71737, -2.05674, -0.93573], [2.39189, -1.01831, 0.03644], [-3.30120, -1.65542, 1.17603], [-3.13415, 0.16793, 1.30271], [-2.52279, 0.83760, 2.89958], [-4.35031, 1.18120, 0.38026], [-1.53163, 0.44274, 0.13944], [-4.25213, -1.93056, 1.64607], [-2.51551, -2.19744, 1.70270], [-3.35433, -1.99870, 0.14184], [-3.37582, 0.79021, 3.58789], [-2.22685, 1.88609, 2.84612], [-1.72471, 0.24433, 3.34652], [-5.33001, 1.05355, 0.85310], [-4.45615, 0.85972, -0.65665], [-4.12323, 2.24748, 0.40634]],
  "gap_ev": 6.17,
  "homo_ev": -18.16,
  "total_charge": 3
}

---

--- ii ---
{
  "formula": "C11H19F3N4OS2SiTa",
  "method": "ωB97M-V/def2-TZVPD",
  "elements": ["Ta", "N", "C", "C", "N", "C", "C", "N", "H", "H", "H", "H", "H", "S", "C", "N", "C", "C", "S", "H", "H", "H", "H", "H", "F", "C", "F", "F", "C", "Si", "C", "C", "O", "H", "H", "H", "H", "H", "H", "H", "H", "H"],
  "xyz": [[0.08409, -0.04565, -0.52376], [1.52590, 4.49641, 2.31528], [0.55791, 3.75394, 1.79034], [0.80516, 2.50737, 1.16557], [-0.21422, 1.84032, 0.61392], [-1.47714, 2.31367, 0.66541], [-1.68682, 3.53138, 1.30618], [-0.70194, 4.22123, 1.83778], [2.48518, 4.19843, 2.36315], [1.28956, 5.38473, 2.73453], [1.80181, 2.08961, 1.13698], [-2.27890, 1.74529, 0.22113], [-2.68489, 3.94840, 1.37352], [2.44816, 0.20441, -1.09002], [3.09633, 0.20643, -2.73280], [4.26254, -0.30629, -2.96879], [4.72031, -0.27680, -4.37237], [3.81180, 0.71523, -5.11157], [2.32525, 0.93516, -4.05633], [4.81722, -0.77400, -2.25791], [4.65389, -1.28386, -4.78546], [5.76394, 0.02834, -4.41715], [3.49922, 0.35110, -6.08669], [4.26439, 1.69735, -5.22678], [0.23762, -2.25308, 1.24918], [0.36784, -0.94332, 1.45815], [1.61078, -0.65397, 1.85808], [-0.49321, -0.50209, 2.34607], [-2.92534, -2.83690, -1.57254], [-3.21231, -1.45841, -0.38674], [-4.46029, -0.20665, -0.87918], [-3.31445, -2.03409, 1.35660], [-1.58714, -0.58061, -0.44457], [-3.79497, -3.49901, -1.56925], [-2.05052, -3.43522, -1.30796], [-2.80403, -2.46895, -2.59465], [-5.43392, -0.70410, -0.92102], [-4.26586, 0.20770, -1.87090], [-4.55022, 0.61890, -0.17066], [-4.29089, -2.51716, 1.46425], [-3.26017, -1.22074, 2.08181], [-2.55026, -2.77480, 1.59559]],
  "gap_ev": 5.25,
  "homo_ev": -17.97,
  "total_charge": 3
}

---

Stability ranking, top and bottom: i is the most stable and ii is the least stable.